Computed, not measured: one molecule with the formula C20H25N5O3S in a non-equilibrium geometry, with the ωB97M-V functional and the def2-TZVPD basis.

XYZ file:
```
54
Properties=species:S:1:pos:R:3:forces:R:3:mulliken_charge:R:1
C -1.7088 3.1944 -0.3323 0.078 -0.141 -0.135 -1.61
C -0.2137 3.3163 -0.3085 -0.211 -0.478 -0.491 1.08
N 0.5801 2.6324 -1.0440 0.521 0.478 0.280 -0.48
N 0.1034 1.7838 -1.9708 -1.231 0.120 0.132 0.07
C 0.8895 0.9367 -2.6921 0.360 0.105 -0.210 0.28
O 0.3965 0.2673 -3.5790 0.033 -0.067 0.019 -0.62
C 2.3673 0.8686 -2.3224 0.306 -0.077 -0.259 -0.86
N 2.7525 -0.2338 -1.4496 -0.065 0.152 0.019 0.16
C 2.0826 -1.4946 -1.6724 -0.107 -0.259 0.127 -1.32
C 0.7066 -1.5966 -0.9969 -0.063 -0.211 -0.780 -0.43
N 0.7439 -1.2001 0.4037 -0.877 -0.272 0.561 0.03
S -0.8401 -0.9609 0.9523 0.160 -0.213 0.012 1.53
O -0.7700 -0.5851 2.3320 0.175 -0.170 0.195 -0.81
O -1.5288 -0.0511 0.0652 -0.150 -0.346 -0.150 -0.74
C -1.5433 -2.5919 0.8042 0.270 0.538 -0.072 -0.36
C -1.0876 -3.5748 1.6617 0.052 -0.066 0.130 -0.48
C -1.5997 -4.8548 1.5537 0.006 0.123 -0.036 -0.83
C -2.5638 -5.1558 0.5947 0.029 0.081 -0.047 1.01
C -3.1322 -6.5372 0.4987 -0.043 0.007 0.042 -1.45
C -3.0078 -4.1477 -0.2551 0.066 0.011 0.103 -0.88
C -2.4992 -2.8645 -0.1542 -0.051 0.168 -0.089 0.01
C 1.4811 0.0311 0.6714 0.307 0.559 0.342 0.14
C 2.8376 0.0280 -0.0320 -0.250 -0.065 0.172 -1.27
C 0.4333 4.2445 0.6252 0.402 0.404 0.421 0.62
C -0.1800 5.4289 1.0339 0.136 -0.261 -0.072 -0.54
C 0.4986 6.2636 1.9065 -0.207 0.081 -0.074 -0.42
N 1.7022 6.0024 2.3852 0.179 0.355 0.316 -0.64
C 2.2891 4.8823 1.9962 0.111 -0.280 -0.137 -0.41
C 1.7097 3.9783 1.1243 -0.243 0.124 0.006 -0.27
H -1.9736 2.1404 -0.2165 -0.065 0.064 -0.019 0.18
H -2.1586 3.7478 0.4851 -0.047 0.021 -0.009 0.43
H -2.1197 3.5574 -1.2761 -0.082 0.044 -0.039 0.41
H -0.9013 1.7071 -2.1327 0.262 -0.042 -0.002 0.36
H 2.9125 0.7317 -3.2646 -0.228 0.156 0.036 0.36
H 2.6686 1.8078 -1.8594 0.074 -0.094 -0.078 0.45
H 1.9557 -1.6487 -2.7447 -0.019 -0.094 0.064 0.42
H 2.7328 -2.2794 -1.2722 -0.033 -0.048 -0.058 0.46
H -0.0240 -0.9842 -1.5367 0.136 -0.158 -0.072 0.52
H 0.3630 -2.6345 -1.0258 0.056 0.057 -0.168 0.42
H -0.3456 -3.3170 2.3998 0.117 -0.073 0.138 0.46
H -1.2510 -5.6311 2.2186 0.048 -0.070 0.069 0.38
H -3.9837 -6.6320 1.1727 -0.060 -0.074 0.020 0.29
H -2.3941 -7.2821 0.7852 0.016 -0.090 -0.003 0.38
H -3.4773 -6.7472 -0.5104 -0.026 -0.067 -0.052 0.37
H -3.7562 -4.3702 -1.0013 -0.067 -0.018 -0.083 0.37
H -2.8311 -2.0695 -0.8031 -0.063 0.058 -0.125 0.48
H 0.8979 0.8992 0.3464 0.188 -0.010 0.052 -0.27
H 1.5986 0.0897 1.7549 0.129 0.140 -0.074 0.64
H 3.3349 0.9857 0.1305 -0.006 -0.034 0.066 0.47
H 3.4594 -0.7642 0.3976 0.029 0.071 0.079 0.33
H -1.1537 5.7126 0.6660 -0.108 0.012 -0.002 0.39
H 0.0550 7.1923 2.2416 -0.113 0.052 -0.035 0.37
H 3.2738 4.7053 2.4089 0.078 -0.109 -0.013 0.37
H 2.2186 3.0735 0.8366 0.089 -0.094 -0.018 0.41
```
Forces are in eV/Å.

Output
HOMO energy ... -8.552 eV
LUMO energy ... 0.232 eV
Kohn-Sham gap ... 8.784 eV
E ... -45572.9604 eV
Charge ... 0
Relative energy (zero: lowest compared OMol25 entry of this formula, charge and spin) ... 67.0 kcal per mole

---

Computed, not measured: a 2-piece molecular cluster, C20H26Br2ClN2O9P overall in a non-equilibrium geometry, with the ωB97M-V functional and the def2-TZVPD basis.

XYZ file:
```
61
Properties=species:S:1:pos:R:3:forces:R:3:mulliken_charge:R:1
C 4.9767 -2.4168 -0.0592 -0.290 0.185 0.092 -1.07
C 4.2489 -1.5576 -1.0986 0.216 -1.212 0.490 -0.06
O 4.8653 -0.2881 -1.1944 0.007 0.391 -0.245 -0.44
C 3.9452 0.7827 -1.1295 -1.074 -0.779 0.208 -0.55
C 3.5607 1.0087 0.3415 0.918 -0.073 -0.012 0.16
O 2.9291 2.2404 0.6209 -0.438 0.070 0.161 -0.44
C 1.7673 2.4497 -0.1367 1.151 -0.043 -0.444 -0.65
N 0.7887 3.2277 0.5938 0.618 1.573 0.946 0.06
C -0.1298 3.8147 -0.3531 -0.501 -0.921 -0.451 -0.15
O -0.0843 4.9215 -0.8194 0.139 -0.749 -0.065 -0.57
C -1.1075 2.6852 -0.5944 0.634 1.240 1.029 0.30
C -1.9208 2.4223 -1.6454 -0.036 0.692 -0.322 1.19
O -1.9445 3.2826 -2.6834 -0.074 -0.015 -0.518 -0.66
C -2.6949 1.2696 -1.6197 0.118 -0.663 -1.760 -0.25
P -3.8295 0.8108 -3.0327 -2.083 0.249 0.076 0.66
N -3.7830 2.0050 -4.2517 1.189 -0.475 0.312 -0.73
O -3.1290 -0.4996 -3.7859 0.475 0.625 0.551 -0.51
C -2.6370 0.4271 -0.5229 -0.487 -0.844 0.949 0.49
C -3.4193 -0.8809 -0.4149 -0.622 0.076 -0.650 -0.57
C -4.9831 -0.7728 -0.5103 0.395 -0.099 -0.760 -0.65
C -5.5025 -1.7200 -1.5924 -0.317 -0.030 -0.505 0.62
O -6.1958 -1.3868 -2.5077 0.139 -0.129 0.662 -0.48
O -5.0974 -3.0523 -1.4736 0.041 0.520 0.478 -0.51
C -1.8145 0.7303 0.5637 -0.317 -0.600 1.102 -0.24
C -1.7133 -0.1361 1.8012 0.162 -0.233 -0.749 -1.54
C -1.0289 -1.4418 1.4287 0.316 -0.374 -0.410 0.78
O -0.3303 -1.6356 0.4863 -0.488 0.193 0.658 -0.45
Cl -1.3819 -2.8150 2.5560 0.045 0.434 -0.118 -0.22
C -1.0676 1.8513 0.5070 0.779 1.021 0.653 0.11
C -0.0542 2.4703 1.4824 -0.486 -0.939 -0.436 -0.13
O 0.0070 2.4245 2.6793 0.140 -0.140 -0.990 -0.54
H 5.8714 -2.8919 -0.4580 0.137 0.229 0.060 0.35
H 5.2103 -1.7808 0.7959 0.224 -0.110 0.008 0.26
H 4.3300 -3.2099 0.3221 -0.073 -0.007 -0.160 0.30
H 3.2003 -1.5059 -0.7896 -0.011 0.363 -0.101 0.09
H 4.2776 -2.0954 -2.0530 -0.037 0.359 -0.185 0.34
H 3.0358 0.4637 -1.6614 0.073 0.287 -0.230 0.37
H 4.3195 1.6757 -1.6275 0.380 -0.025 0.214 0.34
H 4.4945 1.0020 0.9071 -0.050 0.195 0.062 0.59
H 2.9883 0.1497 0.7332 0.036 0.534 -0.782 -0.55
H 1.3895 1.4797 -0.5041 -0.322 0.034 0.292 0.43
H 2.0440 3.0352 -1.0241 -0.250 0.055 0.017 0.30
H -1.2934 3.9825 -2.5408 -0.040 0.163 0.159 0.34
H -2.8285 2.1964 -4.5512 -0.133 0.017 -0.231 0.33
H -4.1150 2.8836 -3.8660 -0.338 -0.080 -0.070 0.33
H -2.4127 -0.8313 -3.2319 0.242 -0.056 -0.292 0.42
H -3.0642 -1.5229 -1.2250 -0.003 -0.108 0.099 0.31
H -3.2014 -1.4258 0.4971 0.180 0.088 -0.083 0.01
H -5.4628 -0.9845 0.4438 0.078 -0.131 0.037 0.46
H -5.2708 0.2173 -0.8500 -0.125 0.026 0.182 0.34
H -4.2899 -3.1747 -1.9816 -0.012 -0.186 -0.198 0.34
H -1.0663 0.3702 2.5187 -0.164 -0.124 0.273 0.53
H -2.7028 -0.3179 2.2149 0.178 -0.117 0.339 0.51
Br 2.3416 -0.7661 2.6339 -0.215 -0.469 0.623 0.23
C 1.9571 -2.0537 4.0486 -0.092 0.277 0.048 -0.72
C 3.2047 -2.4373 4.7978 0.045 -0.251 -0.005 -0.63
Br 4.3015 -3.6761 3.7743 0.028 0.081 -0.010 -0.15
H 1.4641 -2.8993 3.5800 0.058 -0.027 0.010 0.41
H 1.2560 -1.5497 4.7115 0.029 -0.020 0.031 0.39
H 2.9495 -2.9688 5.7119 -0.049 0.022 -0.010 0.41
H 3.8323 -1.5852 5.0387 -0.043 0.032 -0.028 0.38
```
Forces are in eV/Å.

Output
HOMO energy ... -8.487 eV
LUMO energy ... -0.923 eV
Kohn-Sham gap ... 7.563 eV
E ... -204464.4944 eV
Charge ... 0

---

Computed, not measured: C20H26BrFN2O2V as an isolated structure in a non-equilibrium geometry, with the ωB97M-V functional and the def2-TZVPD basis.

XYZ file:
```
53
Properties=species:S:1:pos:R:3:forces:R:3:mulliken_spin:R:1
V 1.3222 0.9295 -0.0973 -1.371 1.888 -2.208 2.92
C 3.5258 -0.4776 -1.2023 -1.851 0.398 -0.894 0.02
N 2.3282 -0.8254 -0.3649 0.230 0.556 1.088 -0.10
C 1.3651 -1.7571 -0.9882 1.037 -0.822 -1.574 0.02
C 2.7382 -1.3179 0.9971 0.079 0.450 -1.164 0.07
C 1.9227 -0.7141 2.1270 -0.798 -0.398 1.142 0.02
N 1.5505 0.6835 1.8450 -1.485 0.283 1.366 -0.11
C 2.5841 1.7581 1.8491 0.552 -1.906 2.798 0.06
C 0.2969 1.1377 2.5584 0.898 0.865 0.390 0.02
H 3.6469 -1.3070 -1.8815 0.631 -0.182 -0.411 0.01
H 4.3958 -0.2928 -0.6014 0.309 -0.080 0.264 0.00
H 3.3149 0.4580 -1.8012 0.187 -1.010 0.446 0.01
H 1.9907 -2.5683 -1.4243 -0.515 -0.198 0.544 0.01
H 0.9183 -1.3290 -1.8906 -0.194 0.337 0.411 -0.02
H 0.5758 -2.1573 -0.3311 0.468 0.451 0.001 0.03
H 3.7863 -1.0177 1.0886 -0.140 -0.425 0.323 -0.01
H 2.6133 -2.3851 0.9113 0.409 -0.554 0.729 0.00
H 2.5380 -0.7408 3.0391 -0.135 -0.192 -0.030 0.01
H 0.9566 -1.2828 2.3657 1.315 0.840 -0.660 -0.03
H 3.0084 1.8197 0.9067 1.358 0.093 -2.551 -0.01
H 3.4740 1.5259 2.5356 -1.390 0.407 -0.653 0.01
H 2.1679 2.7328 2.0183 -0.358 0.263 0.551 0.01
H 0.6609 1.6501 3.4632 -0.541 -0.284 0.074 0.00
H -0.4328 0.3512 2.7405 0.292 -0.160 -0.156 -0.01
H -0.2245 1.8911 1.9475 0.176 -0.195 -0.019 0.02
F -2.7720 6.2183 -1.0893 0.289 -0.060 -0.241 0.00
C -2.0776 5.0521 -1.1786 0.252 -0.803 0.075 -0.02
C -2.6761 3.9082 -0.6326 1.208 -0.408 -0.666 0.01
C -2.0048 2.6604 -0.7254 -1.202 0.207 -0.192 -0.02
C -0.7362 2.5747 -1.3556 -1.178 0.764 0.280 -0.20
C -0.0711 1.3275 -1.6915 0.666 -1.476 1.700 0.21
C -0.1497 3.7740 -1.7449 -0.540 1.026 -0.096 0.00
C -0.8067 5.0158 -1.7783 -1.654 -2.129 1.938 0.03
H -3.6851 3.9799 -0.2404 0.172 -0.051 0.099 0.00
H -2.5849 1.7405 -0.4324 0.962 0.844 -0.206 -0.01
H -0.6968 0.4522 -1.7261 -0.541 -0.195 -0.207 0.00
H 0.6428 1.3204 -2.4938 0.153 0.370 -0.869 0.02
H 0.8592 3.6953 -2.0601 0.885 0.219 -0.742 0.00
H -0.3905 5.8939 -2.1341 0.937 1.478 -0.676 0.00
Br -0.6180 -5.8812 1.3300 0.345 -0.126 0.639 0.00
C -1.7118 -4.5505 0.5716 -1.199 0.742 1.446 0.00
C -2.4486 -4.9495 -0.5068 0.943 -0.284 -2.630 0.00
C -3.0182 -3.9729 -1.3683 -0.926 -2.516 0.278 0.00
C -3.1667 -2.7079 -0.9346 0.879 -0.490 1.149 0.00
C -2.5584 -2.3575 0.2592 0.092 -0.934 0.472 0.01
C -1.8982 -3.2723 1.1356 -0.014 0.365 -2.486 0.00
C -2.5327 -0.8953 0.4230 0.254 2.024 1.695 0.00
O -3.0533 -0.1307 -0.4126 -0.212 -0.764 -0.259 0.00
O -1.9190 -0.5132 1.4525 0.793 0.341 0.577 0.00
H -2.3045 -5.9995 -0.8360 -0.373 0.863 0.055 0.00
H -3.4725 -4.2679 -2.3054 0.011 -0.279 -0.008 0.00
H -3.7161 -1.9386 -1.3935 -0.296 0.740 -0.970 0.00
H -1.4564 -2.9408 2.0583 0.131 0.104 0.038 0.00
```
Forces are in eV/Å.

Output
HOMO energy (spin up / spin down) ... -6.862 / -7.000 eV
LUMO energy (spin up / spin down) ... -0.450 / -0.737 eV
Kohn-Sham gap (spin up / spin down) ... 6.413 / 6.263 eV
E ... -126679.9846 eV
Charge ... 0
Relative energy (zero: lowest compared OMol25 entry of this formula, charge and spin) ... 51.4 kcal per mole
Spin multiplicity ... 4

---

Computed, not measured: C20H26ClHfN as an isolated structure in a non-equilibrium geometry, with the ωB97M-V functional and the def2-TZVPD basis.

XYZ file:
```
49
Properties=species:S:1:pos:R:3:forces:R:3:mulliken_charge:R:1
C 0.0018 0.1622 -5.2450 0.042 0.273 -1.756 0.84
C 1.3757 0.7145 -5.6446 -0.026 -0.078 0.684 -1.37
C -0.2231 -1.1770 -5.9572 -0.031 -0.099 0.706 -1.36
C -1.0930 1.1481 -5.6715 -0.011 -0.094 0.670 -1.37
Cl -0.0730 -0.0911 -3.3550 0.016 0.085 -0.784 -0.14
H -0.1804 -1.0203 -7.0477 -0.001 0.033 0.469 0.38
H -1.1992 -1.5925 -5.6957 0.058 0.011 -0.121 0.38
H 0.5469 -1.8978 -5.6715 -0.050 0.032 -0.124 0.38
H 1.4095 0.8602 -6.7373 -0.127 -0.100 0.456 0.39
H 2.1662 0.0164 -5.3581 -0.023 0.068 -0.110 0.37
H 1.5670 1.6720 -5.1546 0.003 -0.033 -0.117 0.38
H -1.0497 1.2967 -6.7630 0.070 -0.131 0.442 0.39
H -0.9589 2.1129 -5.1771 -0.010 -0.027 -0.123 0.37
H -2.0795 0.7598 -5.4065 0.045 0.056 -0.114 0.37
C 1.4186 -1.8549 1.5976 1.254 -1.042 -0.539 -0.67
C 0.5804 -2.6383 0.7321 0.994 0.099 -0.075 -0.26
C 0.7402 -2.1373 -0.6029 0.889 0.002 0.198 -0.48
H 0.0627 -3.5495 1.0259 -0.145 0.518 -0.088 0.57
C 1.7330 -1.0938 -0.5794 0.064 -1.159 0.630 -0.64
C 2.2122 -0.9825 0.7661 -0.493 -0.235 -0.174 -0.38
H 3.1102 -0.4381 1.0631 -0.618 0.205 0.118 0.53
H 1.5097 -1.9616 2.6850 0.136 -0.121 -0.682 0.75
H 0.3052 -2.5510 -1.5145 -0.015 0.298 0.432 0.63
H 2.1126 -0.5712 -1.4572 -0.176 -0.083 0.281 0.54
C -2.4520 0.5392 1.0418 0.310 -0.492 -0.279 -0.33
C -2.2401 -0.6648 1.8089 -1.676 -0.170 -0.853 -0.65
C -2.0988 -1.7546 0.8755 -0.785 0.935 -0.067 -0.23
H -2.2877 -0.7491 2.8948 -0.223 0.013 -0.462 0.75
C -2.0489 -1.1921 -0.4494 -0.811 0.471 0.411 -0.46
C -2.2369 0.2341 -0.3447 -0.680 -1.047 0.804 -0.70
H -2.2914 0.9229 -1.1850 0.039 -0.140 0.198 0.53
H -2.8467 1.4853 1.4178 0.686 -0.180 0.038 0.52
H -2.1908 -2.8045 1.1335 0.406 0.228 -0.104 0.57
H -2.0193 -1.7399 -1.3913 0.226 0.181 0.380 0.62
Hf -0.1705 -0.3837 0.8005 0.616 1.584 -0.113 0.67
C 1.0185 2.4376 6.6518 0.016 0.086 -0.421 -1.36
C 0.7337 1.7385 5.3503 -0.019 -0.075 0.027 0.97
C 0.8905 2.3923 4.1191 0.011 0.176 -0.692 -0.84
C 0.6219 1.7295 2.9231 -0.192 -0.720 0.636 -0.19
N 0.2059 0.4369 2.9180 -0.019 -0.072 0.273 -0.30
C 0.0449 -0.2239 4.1010 0.369 1.091 0.229 -0.09
C 0.3022 0.4060 5.3308 -0.297 -0.717 -1.328 -0.92
H 1.8074 1.9075 7.1980 -0.165 0.123 -0.057 0.36
H 1.3424 3.4604 6.4400 -0.042 -0.164 0.284 0.36
H 0.1165 2.4585 7.2741 0.195 0.002 -0.075 0.36
H 1.2228 3.4332 4.0639 -0.118 -0.401 0.155 0.36
H 0.7263 2.1941 1.9265 0.054 0.073 0.615 0.43
H -0.2939 -1.2655 4.0409 0.164 0.486 0.111 0.55
H 0.1490 -0.1835 6.2294 0.090 0.254 0.013 0.44
```
Forces are in eV/Å.

Output
HOMO energy ... -15.840 eV
LUMO energy ... -7.892 eV
Kohn-Sham gap ... 7.949 eV
E ... -36466.9207 eV
Charge ... +2